{
  "formula": "C19H27OSi",
  "method": "the ωB97M-V functional and the def2-TZVPD basis",
  "homo_energy_ev": -11.40,
  "charge": 1,
  "largest_force_ha_per_bohr": 0.03305,
  "e_tot_ha": -1104.7006,
  "lumo_energy_ev": -5.2,
  "de_lowest_kj_mol": 0.0,
  "homo_lumo_gap_ev": 6.160,
  "elements": ["H", "H", "C", "C", "H", "H", "C", "H", "C", "H", "C", "H", "H", "H", "Si", "C", "C", "C", "H", "H", "C", "H", "H", "C", "H", "C", "C", "H", "C", "C", "H", "H", "H", "H", "C", "C", "H", "C", "H", "C", "O", "H", "H", "H", "H", "C", "H", "H"],
  "coordinates": [[-2.2271, -2.5929, 0.6009], [2.0147, 2.0571, -1.9452], [0.2615, 1.1416, 2.0085], [1.9617, 1.8826, 3.5903], [-3.2904, -3.0322, -0.7612], [-1.8234, -1.1401, -3.6134], [1.9328, 0.6284, 4.2115], [-2.2042, 2.8682, -1.4105], [2.0225, 1.3522, -1.1015], [-0.0921, 3.0292, -0.3434], [1.1609, 2.1358, 2.4787], [2.2137, 1.9537, -0.1941], [-2.0200, -4.1569, -0.2234], [1.1908, 3.1121, 1.9847], [-1.0947, -2.3285, -1.5961], [-2.8318, 1.4013, 0.0550], [3.1347, 0.2833, -1.2568], [-2.2639, -3.0969, -0.3743], [-3.8142, 1.0455, -0.2439], [0.3875, -2.9791, -3.4617], [-0.7185, 1.4293, 0.9861], [-1.0339, -4.0431, -3.3554], [4.0163, 0.5235, -0.6542], [1.0460, -0.7559, -0.8508], [2.7983, -1.8719, -1.5627], [-2.3033, 2.7454, -0.3219], [-0.8934, 2.7974, 0.3716], [-2.9226, 3.5793, 0.0395], [0.7642, 0.5762, -0.9613], [0.3240, -0.1514, 2.5807], [3.4481, 0.2424, -2.3063], [-3.0713, -1.1032, -2.3454], [-0.2149, 0.9714, -1.2117], [2.6104, 2.6761, 3.9688], [2.5230, -1.0642, -0.8599], [1.1483, -0.3985, 3.6725], [0.3290, -4.2568, -2.2275], [-0.2719, -3.5149, -2.7673], [-2.1306, -0.2522, 1.3359], [-1.9384, 0.7070, 0.8554], [0.1692, -1.7382, -0.6163], [-1.7030, 0.0237, -2.2790], [1.1692, -1.3987, 4.1056], [2.5339, 0.4465, 5.1042], [2.8605, -1.3748, 0.1463], [-1.9949, -0.9988, -2.5381], [-0.8802, 3.5940, 1.1346], [-0.2827, -0.9542, 2.1529]],
  "forces_ev_per_a": [[-0.019, -0.123, -0.216], [-0.012, -0.178, 0.203], [0.677, -0.223, -0.047], [-0.036, 0.094, -0.171], [0.209, -0.104, 0.160], [-0.095, 0.154, 0.198], [-0.084, 0.085, -0.278], [-0.212, -0.080, 0.168], [0.518, 0.628, 0.153], [-0.158, -0.008, 0.258], [-0.319, -0.223, -0.045], [-0.061, -0.013, -0.148], [-0.125, 0.226, 0.092], [-0.016, -0.343, 0.304], [0.398, -0.115, 0.233], [1.128, -0.312, 1.000], [0.348, 0.197, -0.270], [-0.063, -0.301, 0.012], [0.122, 0.032, 0.168], [-0.131, -0.086, 0.085], [-0.221, 1.036, 1.330], [0.207, 0.038, 0.022], [-0.147, -0.016, -0.198], [-0.362, 0.457, 0.222], [-0.341, 0.267, 0.360], [1.050, 0.034, 0.119], [-0.498, -0.005, -0.531], [-0.093, -0.371, -0.154], [0.000, -1.209, -0.787], [-0.055, 0.160, 0.192], [-0.008, 0.056, 0.224], [0.197, 0.067, -0.128], [0.234, -0.227, 0.097], [-0.220, -0.322, -0.087], [0.005, 0.053, 0.297], [-0.140, -0.031, -0.170], [-0.148, 0.115, -0.099], [-0.146, -0.092, 0.012], [0.023, 0.297, -0.325], [-0.978, 0.084, -1.178], [-0.225, 0.185, -0.192], [-0.046, -0.174, -0.102], [0.018, 0.311, -0.061], [-0.150, 0.046, -0.318], [-0.251, -0.037, -0.302], [-0.109, 0.209, -0.210], [0.074, -0.471, -0.120], [0.259, 0.232, 0.229]]
}

=====

{
  "formula": "C19H28BaNPS",
  "method": "the ωB97M-V functional and the def2-TZVPD basis",
  "homo_energy_ev": -6.47,
  "charge": 0,
  "largest_force_ha_per_bohr": 0.08119,
  "e_tot_ha": -1560.4342,
  "lumo_energy_ev": -0.6,
  "homo_lumo_gap_ev": 5.876,
  "elements": ["P", "H", "H", "H", "H", "H", "H", "C", "Ba", "H", "H", "C", "C", "H", "H", "C", "H", "H", "H", "H", "H", "C", "H", "C", "H", "H", "C", "C", "C", "C", "C", "C", "S", "H", "H", "N", "C", "C", "H", "H", "C", "H", "H", "H", "C", "C", "H", "H", "C", "C", "H"],
  "coordinates": [[1.9220, -0.8473, -0.1609], [4.2917, -1.3932, 0.0029], [1.6555, -2.7927, -1.5676], [2.9468, 1.3281, 0.0994], [1.3630, -1.2968, -2.4943], [2.2141, 1.0733, 3.2807], [-1.7035, -0.3022, -3.6152], [-2.2011, -0.4631, -1.0384], [-0.8981, -0.2059, 1.2321], [-3.4162, -3.0924, -2.6970], [-2.1197, -2.0253, -3.9573], [0.1662, 1.7841, 3.2981], [0.2077, 0.9770, -1.2693], [3.5704, -0.9938, 1.6023], [1.8253, -0.6037, 5.1031], [-1.0286, 1.8369, 4.0653], [-1.0759, -0.6482, -0.9429], [0.0743, -2.3146, 2.3235], [-1.7750, 2.5935, 3.8071], [-0.3824, -0.6819, 6.2667], [-2.8303, -0.6951, -0.1473], [-1.2370, 0.9196, 5.0865], [-2.6891, 1.5889, -0.5368], [-0.2202, 0.0218, 5.4502], [2.6605, 2.9141, -2.5703], [-3.0291, 1.1993, -2.2267], [0.5280, 3.1320, -2.9692], [1.2382, 0.9750, 3.7654], [1.6500, 2.5489, -2.3740], [-2.2868, 1.0441, -1.4244], [-1.6759, -1.3331, -3.2266], [2.0018, -1.7641, -1.7371], [0.2356, 2.5334, 1.7596], [-0.7157, -2.6402, 2.0980], [-0.6078, -1.5959, -3.0988], [-2.4143, -1.4313, -1.9907], [3.4111, -1.5172, 0.6497], [2.6158, 0.7587, -0.7876], [3.2512, -2.5838, 0.8570], [-2.5316, -3.4153, -1.1866], [1.4790, 1.4460, -1.5107], [-2.1901, 0.9165, 5.6210], [3.0407, -1.7784, -2.0969], [0.6534, 3.9521, -3.6770], [-3.1293, -2.6579, -1.7282], [1.0183, 0.0679, 4.7942], [3.4883, 0.5555, -1.4293], [-1.6508, 3.1255, -3.1018], [-0.9132, 1.5749, -1.8014], [-0.7549, 2.6730, -2.6711], [-4.0323, -2.4666, -1.1275]],
  "forces_ev_per_a": [[0.061, 0.552, -0.114], [-0.071, -0.119, 0.282], [0.149, 0.133, -0.202], [-0.089, -0.008, -0.357], [0.176, -0.031, 0.258], [-0.405, -0.192, 0.035], [-0.004, -0.371, 0.023], [1.081, 0.148, 0.118], [1.646, 2.324, 1.167], [-0.084, 0.013, 0.431], [0.190, 0.338, 0.125], [0.052, -0.021, 0.798], [-0.716, -1.416, 1.544], [0.040, -0.151, -0.218], [-0.266, 0.251, -0.022], [0.270, -0.373, -0.280], [-0.524, 0.942, 0.741], [-2.790, -1.641, -0.722], [0.169, -0.400, -0.027], [0.035, 0.136, -0.246], [0.049, -0.014, -0.675], [0.276, -0.122, 0.359], [0.240, -0.081, -0.464], [-0.143, -0.065, -0.062], [-0.292, 0.076, -0.104], [0.212, -0.136, 0.287], [-0.017, 0.100, -0.021], [-0.532, -0.006, -0.182], [0.089, -0.684, 0.326], [-0.522, -0.246, 0.323], [0.196, -0.025, 0.025], [-0.121, -0.487, -0.159], [0.095, 0.337, -0.693], [3.085, 0.862, 1.077], [-0.231, 0.020, -0.099], [-2.548, -1.483, -2.956], [0.402, -0.207, 0.065], [-0.189, -0.057, 0.398], [0.161, 0.202, 0.011], [-0.014, -0.016, -0.054], [0.284, 1.209, -0.743], [0.318, 0.001, -0.063], [-0.260, -0.061, 0.048], [-0.017, -0.134, 0.228], [0.232, 0.276, 0.067], [-0.084, -0.001, 0.370], [-0.163, 0.068, 0.190], [0.311, 0.108, -0.077], [0.412, 1.025, -0.853], [-0.290, -0.534, 0.310], [0.141, -0.038, -0.211]]
}